1.
The following is a DFT calculation (ωB97M-V/def2-TZVPD) of 5 unconnected molecules or ions with the total composition C13H27N5O3 in a non-equilibrium geometry.

Properties
- M: 301.4 Da
- Calculated total energy: -1010.96935 Ha
- Structure (SMILES): CN(C)C=O.CN(C)C=O.CN(C)C=O.CC#N.CC#N
- ΔE to the lowest compared entry with this formula, charge and spin: 84.12 kJ/mol

```
! RIJCOSX wB97M-V def2-TZVPD def2/J DEFGRID3
* xyz 0 1
C 1.092 -12.324 29.177
C -1.701 -10.666 23.809
H -2.739 -10.580 23.486
H 2.150 -12.411 28.929
H 0.419 -10.975 22.687
O 0.549 -12.959 22.195
H -1.796 -10.541 24.888
O -1.205 -14.587 13.282
C -1.570 -19.693 19.788
C -0.109 -13.379 15.568
H 1.880 -15.512 15.661
H -2.586 -13.526 22.961
H 5.632 -5.674 21.206
H 2.530 -14.914 14.123
C 4.804 -6.027 23.084
C 1.303 -10.782 31.107
H 4.519 -4.477 21.903
H 2.405 -13.883 15.626
C 0.216 -13.060 31.398
N 0.624 -14.157 14.605
H 2.368 -10.760 30.879
H -1.035 -12.981 15.154
N 0.782 -12.069 30.652
C 1.942 -14.647 15.002
N -1.162 -12.000 23.460
H 0.596 -11.596 28.535
H -1.136 -9.870 23.324
H -0.410 -14.007 16.407
C -0.017 -11.984 22.746
H -1.794 -20.751 19.923
H 0.108 -12.808 32.465
H -0.647 -19.720 19.208
H 0.816 -9.931 30.630
N -3.678 -18.264 19.016
H -2.453 -13.186 24.632
H 1.329 -10.580 32.178
C -1.856 -13.252 23.723
H 6.252 -4.526 22.454
N 4.299 -6.778 23.850
C 5.394 -5.097 22.099
H -1.264 -19.319 20.765
C -0.032 -14.804 13.596
O -0.141 -14.130 30.973
H 0.667 -13.275 28.858
C -2.721 -18.873 19.326
H 0.634 -15.481 13.040
H -1.206 -14.119 23.845
H 0.455 -12.499 15.876
*
```

---

2.
The following is a DFT calculation (ωB97M-V/def2-TZVPD) of 3 unconnected molecules or ions with the total composition C13H27N6O2P2 in a non-equilibrium geometry.

Properties
- M: 361.3 Da
- Calculated total energy: -1673.00792 Ha

```
! RIJCOSX wB97M-V def2-TZVPD def2/J DEFGRID3
* xyz 1 1
C -2.436 0.406 -5.819
H -3.056 -0.105 -6.536
H 0.095 -1.187 -1.608
H -1.609 -1.857 5.629
N 3.045 1.799 -1.783
H -3.845 0.955 -4.168
H -0.839 -3.031 3.553
C -2.849 0.962 -4.578
N -1.796 -3.029 3.853
H 1.020 -0.399 -2.872
H 1.075 3.749 0.992
H 1.359 -0.912 2.130
H 4.482 -1.059 1.254
H 0.256 1.642 -4.675
C -3.612 -2.651 5.057
H -4.271 -2.302 5.835
O 0.746 1.871 1.772
C 0.895 -0.467 -1.790
H 0.499 2.515 -0.156
H 2.786 2.710 -2.131
N 3.087 0.218 -0.148
H -0.698 -0.775 2.272
C -2.825 -3.665 3.210
C -3.967 -3.448 3.934
C -1.747 1.521 -3.991
C -0.577 1.317 1.675
H -1.646 0.316 3.278
H 4.031 0.957 1.952
C -2.267 -2.410 4.980
N 2.564 2.457 0.414
H 0.566 0.501 -1.413
H 3.022 3.332 0.182
H 0.110 0.295 3.421
H -1.311 2.112 1.833
O 3.488 -1.086 -2.278
H -2.660 -4.217 2.301
C -1.096 0.647 -5.951
H -4.947 -3.821 3.690
H 3.520 -1.886 -2.821
P 2.402 -1.186 -1.032
H 3.461 1.129 -2.421
H -0.723 0.938 0.655
H -1.635 2.044 -3.056
C 2.880 1.487 -0.509
N 2.308 -0.794 2.446
H -0.408 0.397 -6.741
C -0.720 0.221 2.716
P 3.395 -0.221 1.545
N -0.681 1.324 -4.834
C 1.127 2.688 0.732
*
```

---

3.
The following is a DFT calculation (ωB97M-V/def2-TZVPD) of a molecular structure, C13H28AsF6N3O2PtSSb.

Properties
- M: 796.2 Da
- Calculated total energy: -4417.91266 Ha
- ΔE to the lowest compared entry with this formula, charge and spin: 145.61 kJ/mol

```
! RIJCOSX wB97M-V def2-TZVPD def2/J DEFGRID3
* xyz 4 6
F -4.718 2.010 1.008
H -4.227 -0.440 -2.032
N -1.263 -2.192 0.940
H -1.948 -0.996 2.499
N -1.272 -5.794 1.003
H -4.607 -0.504 -3.770
H -0.466 -0.522 -5.177
F -0.850 1.335 0.922
H 1.825 5.213 1.462
H -1.353 -2.030 -4.782
C -1.430 -4.541 1.374
C -3.903 -0.823 -2.997
H -3.133 2.011 -4.322
H -2.354 2.306 -2.748
H -1.352 2.109 -4.228
S 2.335 1.229 0.497
H -3.842 -1.910 -2.997
C 2.747 3.381 2.149
H 0.784 4.242 2.498
C 1.535 4.195 1.708
C -2.255 1.799 -3.705
C -1.440 -0.961 -4.970
O 1.524 -0.029 0.450
H -2.511 -2.947 3.998
H 5.492 -0.338 -0.551
H 3.864 1.218 -1.309
F -2.226 3.328 2.160
C -1.082 -3.446 0.511
C -2.103 -3.128 3.007
H 5.544 0.269 1.942
C 4.595 -0.338 0.079
O -0.997 -0.449 -2.169
H 3.960 -1.134 -0.309
H 3.629 3.607 1.543
H 1.508 1.627 2.630
F -2.486 2.808 -0.471
C 3.985 1.033 -0.240
N -1.938 -4.354 2.624
H 1.056 3.757 0.822
H -2.111 -0.789 -5.815
H 4.095 -0.746 2.169
Sb -2.897 1.966 1.135
C 4.967 -0.563 1.534
C 2.466 1.885 2.173
H 3.274 1.273 2.595
Pt -0.791 -0.365 -0.261
F -2.808 0.707 2.510
F -2.884 0.290 -0.047
H -1.538 -6.533 1.660
H 5.590 -1.453 1.614
H -0.902 -6.080 0.101
H -0.672 -3.610 -0.478
As -2.219 -0.085 -3.478
C -1.770 -2.013 2.166
H 3.047 3.636 3.169
H 4.525 1.878 0.203
*
```

---

4.
The following is a DFT calculation (ωB97M-V/def2-TZVPD) of a molecular structure, C13H28AsN7PdS2.

Properties
- M: 527.9 Da
- Calculated total energy: -4053.95818 Ha
- ΔE to the lowest compared entry with this formula, charge and spin: 55.70 kJ/mol

```
! RIJCOSX wB97M-V def2-TZVPD def2/J DEFGRID3
* xyz 4 1
H 1.609 -5.191 -3.098
S -0.387 -0.207 -1.739
H -2.985 1.036 -1.363
H 3.086 -4.815 -0.829
H 3.758 0.690 0.321
H -4.758 0.418 0.111
N 0.089 -2.252 -3.301
N 0.897 -2.540 -1.133
H -1.324 6.972 1.416
N -3.768 0.320 0.315
N -0.569 5.051 1.729
H 2.766 1.125 3.025
H 1.205 4.805 2.868
Pd -0.711 0.793 0.259
C 0.341 -3.829 -5.159
H 1.117 -2.265 1.296
C -3.334 -0.635 1.134
H -0.410 -1.667 -3.965
C -1.708 5.956 1.409
H 1.282 -4.149 -5.609
H 1.088 6.329 1.938
H 2.113 -4.114 0.479
H 0.974 -1.480 2.912
C 1.370 -3.766 -1.505
H 0.110 6.102 3.410
N -0.553 2.732 0.927
H -2.476 5.850 2.175
C 1.849 1.471 2.541
C 0.273 -1.835 -2.024
H 2.576 -1.728 2.184
H -0.339 -4.684 -5.198
H -3.139 2.142 -0.149
C -0.554 3.843 1.319
H -5.186 -1.336 1.647
As 1.497 0.206 1.143
C 2.845 0.404 -0.207
H 2.569 1.186 -0.911
N -2.879 1.180 -0.358
H -3.864 -2.154 2.375
H 1.037 1.481 3.266
C 1.524 -1.520 1.973
H -0.079 -3.019 -5.754
C 2.069 -4.596 -0.491
C 1.218 -4.225 -2.808
H 1.566 -5.561 -0.390
H 2.985 -0.547 -0.715
S -1.632 -0.894 1.446
H -2.103 5.721 0.425
C 0.566 -3.446 -3.743
H 2.013 2.456 2.113
N -4.180 -1.421 1.752
C 0.545 5.605 2.544
*
```

---

5.
The following is a DFT calculation (ωB97M-V/def2-TZVPD) of a molecular structure, C13H28Br3N3O4P in a non-equilibrium geometry.

Properties
- M: 561.1 Da
- Calculated total energy: -9040.44751 Ha

```
! RIJCOSX wB97M-V def2-TZVPD def2/J DEFGRID3
* xyz 1 1
H -4.777 0.250 -0.884
H 0.533 -0.337 0.066
H -3.110 1.459 2.302
C 2.353 -1.900 0.551
H -0.316 4.086 2.642
H -2.836 -1.535 3.262
O -1.300 0.639 -1.993
H 0.492 1.872 -0.126
H -0.129 4.644 0.954
H -4.233 1.226 0.972
C 0.447 -0.359 1.150
H 1.694 -2.128 -0.284
H 3.313 0.872 1.055
H 2.746 -2.845 0.911
O -3.087 -1.393 0.947
C -1.269 2.135 0.852
O -3.432 -0.802 3.040
Br 1.274 -1.589 -3.625
C 0.663 -1.772 -5.445
H 4.449 -1.279 0.677
C 3.345 0.437 0.065
C 3.851 -1.478 -1.387
H 1.020 -3.403 1.965
H 2.979 -1.180 -1.972
H 2.385 0.627 -0.417
C -3.248 -0.561 1.731
H -2.693 3.470 1.284
H 4.093 0.925 -0.551
O 0.530 0.987 1.689
N 0.110 1.983 0.814
H 3.975 -2.549 -1.514
C -3.265 0.924 1.369
H 1.251 -2.543 3.476
H -1.218 0.973 -2.903
C 0.857 -2.458 2.468
C 1.547 -1.273 1.717
C -0.820 4.351 1.723
Br -0.377 -0.237 -5.997
N -2.127 1.160 0.452
H 2.188 -0.778 2.437
C -3.917 0.097 -1.525
P -2.589 1.320 -1.255
N -1.702 3.264 1.259
H -0.218 -2.319 2.562
C 3.568 -1.082 0.073
H 0.006 -2.629 -5.480
H -4.260 0.198 -2.550
H -3.556 -0.921 -1.422
H 4.690 -0.903 -1.766
H -1.448 5.208 1.936
H -0.548 -0.741 1.345
Br 2.117 -2.115 -6.653
*
```

---

6.
The following is a DFT calculation (ωB97M-V/def2-TZVPD) of 3 unconnected molecules or ions with the total composition C13H28ClFN3O5P2 in a non-equilibrium geometry.

Properties
- M: 422.8 Da
- Calculated total energy: -2295.44458 Ha

```
! RIJCOSX wB97M-V def2-TZVPD def2/J DEFGRID3
* xyz -1 1
C -0.720 -2.143 1.494
N -5.266 -2.768 -2.829
C 1.049 3.323 4.161
H 0.346 -0.999 -1.890
C -3.871 -3.347 -0.892
H 4.304 -0.108 -2.324
H -4.629 -3.075 -0.157
N 1.434 3.104 2.784
C 2.671 -1.750 1.312
P -0.360 0.775 -0.011
H 4.617 -0.377 0.659
H -1.083 -2.337 -0.548
O -3.245 -1.823 -2.633
O 3.338 -2.691 1.559
H -6.568 -4.358 -3.228
O -1.844 0.288 -0.594
C 1.740 4.023 1.836
H -0.054 2.169 -2.089
C -0.005 2.272 -1.006
O -1.764 -1.714 1.880
H 0.947 2.665 -0.655
H 4.475 1.232 -0.009
H 0.673 5.760 2.537
H -1.718 -0.055 -1.496
C -0.227 -2.244 0.109
N 1.939 -0.825 1.074
H -0.782 2.987 -0.733
H 0.319 -3.187 0.051
C -6.374 -3.617 -2.449
H -5.345 -2.229 -3.677
C 3.811 -0.335 -1.383
H -6.158 -4.136 -1.522
C 1.679 5.485 2.219
C -4.077 -2.582 -2.177
H 0.057 2.905 4.340
C 4.714 0.197 -0.258
H 1.946 6.076 1.348
H 1.479 2.149 2.448
H 1.755 2.828 4.831
O 2.041 3.655 0.713
H 2.383 5.704 3.023
F 0.111 -2.685 2.428
Cl 1.978 0.620 -3.094
C 2.403 0.277 -1.356
H 1.856 -2.028 -1.043
H -2.897 -3.093 -0.487
P 1.039 -0.908 -0.612
H 5.764 0.182 -0.551
H 2.495 1.218 -0.824
H -7.279 -3.019 -2.313
H 3.781 -1.423 -1.287
H -3.911 -4.422 -1.073
H 1.031 4.384 4.394
*
```